(1)
Entry from OMol25: the molecule C23H33N5O2 at a distorted geometry (ωB97M-V with the def2-TZVPD basis set).

The total energy is -1320.48746 a.u. For the energy relative to the best compared isomer or geometry (same formula, charge and spin), the calculation gives 46.50 kcal/mol. As for the charge: 0. The calculation puts the max |F| at 1.00 eV Å⁻¹. Its multiplicity is 1. The HOMO energy comes out at -7.3475 eV. As for the structure (SMILES): COc1ccc(CCNc2ncnc3c2c(C)c(C)n3CCCN(C)C)cc1OC. The calculation puts the LUMO energy at 0.55 eV. The orbital gap is 0.290 Eh.

Element x y z (Å)
C1 4.01874 3.10540 -0.20167
O1 4.71007 1.88467 -0.25919
C2 4.04454 0.73157 0.08952
C3 2.70036 0.70827 0.43959
C4 2.05430 -0.47271 0.76125
C5 2.73988 -1.67743 0.74232
C6 2.03004 -2.97048 1.01429
C7 1.45777 -3.55361 -0.29366
N1 0.58292 -2.62595 -0.96365
C8 -0.69352 -2.43255 -0.54247
N2 -1.23776 -3.35139 0.25902
C9 -2.50582 -3.21626 0.61635
N3 -3.34484 -2.25582 0.29264
C10 -2.79894 -1.32216 -0.49524
C11 -1.46762 -1.33440 -0.96440
C12 -1.30536 -0.15412 -1.74885
C13 -0.05302 0.27334 -2.44212
C14 -2.51209 0.49695 -1.72858
C15 -2.89747 1.77641 -2.38429
N4 -3.41852 -0.21844 -0.97286
C16 -4.78081 0.11027 -0.65797
C17 -4.91089 1.22865 0.38248
C18 -4.07377 0.94423 1.63272
N5 -2.67044 1.26994 1.42453
C19 -1.79335 0.47878 2.25966
C20 -2.40514 2.68052 1.60299
C21 4.08226 -1.65771 0.40060
C22 4.75590 -0.48281 0.08211
O2 6.07019 -0.66845 -0.23382
C23 6.96443 0.41765 -0.31563
H1 3.65347 3.31764 0.80864
H2 3.18017 3.13077 -0.90573
H3 4.74692 3.86399 -0.48617
H4 2.13491 1.62665 0.45951
H5 1.00745 -0.44993 1.02588
H6 1.19933 -2.80577 1.70183
H7 2.71313 -3.69765 1.45332
H8 2.27246 -3.80590 -0.97696
H9 0.87332 -4.44613 -0.06676
H10 1.03036 -1.82421 -1.37973
H11 -2.89362 -3.99247 1.26459
H12 0.26611 -0.48045 -3.16334
H13 -0.20799 1.20884 -2.97363
H14 0.75420 0.42445 -1.72342
H15 -2.24033 1.98260 -3.22517
H16 -3.92046 1.73094 -2.75309
H17 -2.82252 2.60711 -1.68207
H18 -5.31731 0.39036 -1.57128
H19 -5.22074 -0.80725 -0.25828
H20 -4.60748 2.17850 -0.05625
H21 -5.96287 1.30781 0.66208
H22 -4.14798 -0.12124 1.85919
H23 -4.48750 1.50331 2.49036
H24 -0.76042 0.72998 2.02004
H25 -1.95135 -0.57809 2.05375
H26 -1.95102 0.65629 3.33598
H27 -1.37634 2.88817 1.31010
H28 -3.06731 3.26855 0.97057
H29 -2.54551 3.00898 2.64674
H30 4.65566 -2.57159 0.37713
H31 7.94978 -0.03472 -0.42971
H32 6.94703 1.02336 0.59329
H33 6.75443 1.05473 -1.17709

Forces on atoms 1 to 2 (eV/Å):
-0.1 0.2 0.0
0.0 -0.5 0.0

(2)
Entry from OMol25: the molecule C23H33N5O2S (ωB97M-V with the def2-TZVPD basis set).

The total energy is -1718.69366 a.u. For the energy relative to the best compared isomer or geometry (same formula, charge and spin), the calculation gives 2.50 kcal/mol. As for the charge: 0. The calculation puts the max |F| at 0.97 eV Å⁻¹. Its multiplicity is 1. The HOMO energy comes out at -8.0664 eV. As for the structure (SMILES): CCc1cc2c(cc3c(=O)n(CC(=O)NCCCN4CCCCCC4)nc(CC)n32)s1. The calculation puts the LUMO energy at 0.41 eV. The orbital gap is 0.311 Eh.

Element x y z (Å)
C1 -8.23129 0.85218 -0.62370
C2 -7.30483 0.74439 -1.83700
C3 -5.89040 0.53280 -1.42010
C4 -4.88215 1.44618 -1.41925
C5 -3.67875 0.89478 -0.92268
C6 -3.80335 -0.45167 -0.54686
C7 -2.56867 -0.91664 -0.08313
C8 -1.70648 0.15736 -0.18313
C9 -0.29793 0.24819 0.11398
O1 0.39050 -0.67374 0.53447
N1 0.24096 1.49050 -0.12596
C10 1.64902 1.74078 0.10083
C11 2.51324 1.31361 -1.10031
O2 3.16035 2.11818 -1.73954
N2 2.44530 0.00273 -1.36679
C12 3.21195 -0.59698 -2.43386
C13 3.96861 -1.83676 -1.96203
C14 4.77917 -1.56096 -0.69059
N3 3.92934 -1.65141 0.48727
C15 3.77468 -3.02453 0.94346
C16 2.44254 -3.22567 1.66926
C17 2.51812 -3.04419 3.18650
C18 3.39156 -1.86893 3.63549
C19 3.32888 -0.66614 2.69438
C20 4.33302 -0.74349 1.54211
N4 -0.45507 2.54125 -0.59292
C21 -1.69883 2.45271 -0.86814
C22 -2.41267 3.67598 -1.34314
C23 -3.24358 4.29440 -0.21659
N5 -2.38642 1.26914 -0.69406
S1 -5.40563 -1.03470 -0.80456
H1 -9.25786 1.00420 -0.94673
H2 -7.93643 1.68895 0.00548
H3 -8.18354 -0.05903 -0.03219
H4 -7.63010 -0.09155 -2.46065
H5 -7.36696 1.65941 -2.42979
H6 -5.01829 2.45318 -1.76685
H7 -2.31517 -1.89215 0.27601
H8 1.96090 1.18337 0.98653
H9 1.77390 2.81352 0.24984
H10 2.01106 -0.62182 -0.69539
H11 2.54174 -0.86889 -3.25956
H12 3.90600 0.16788 -2.79400
H13 4.63232 -2.16239 -2.76434
H14 3.25413 -2.63674 -1.76430
H15 5.62858 -2.26164 -0.62912
H16 5.19325 -0.55225 -0.75543
H17 4.61674 -3.33577 1.58445
H18 3.78792 -3.66731 0.06049
H19 2.07174 -4.23293 1.46716
H20 1.72576 -2.52243 1.24663
H21 2.90526 -3.95753 3.64597
H22 1.50132 -2.89999 3.55771
H23 3.07026 -1.56457 4.63443
H24 4.43218 -2.19060 3.72369
H25 2.32043 -0.57130 2.29352
H26 3.55965 0.23835 3.26314
H27 4.42315 0.25120 1.09304
H28 5.32475 -1.01338 1.95449
H29 -1.65732 4.38816 -1.67345
H30 -3.04888 3.42058 -2.19177
H31 -3.97185 3.58488 0.16989
H32 -3.77279 5.17078 -0.58168
H33 -2.59303 4.59849 0.59937

Forces on atoms 1 to 2 (eV/Å):
0.0 0.0 -0.2
-0.2 0.0 0.2

(3)
Entry from OMol25: a structure of composition C23H33O22Pd2 at a distorted geometry (ωB97M-V with the def2-TZVPD basis set).

The total energy is -2806.17963 a.u. As for the charge: +2. The calculation puts the max |F| at 8.68 eV Å⁻¹. Its multiplicity is 6. The HOMO energy (spin up / spin down) comes out at -14.1883 / -14.1883 eV. The calculation puts the LUMO energy (spin up / spin down) at -8.06 / -11.41 eV. The expectation value of S² is 8.762. The orbital gap (spin up / spin down) is 0.225 / 0.102 Eh.

Element x y z (Å)
Pd1 0.82113 3.93194 -0.22536
Pd2 0.53266 3.27683 -3.74514
C1 -0.65705 0.74143 0.22213
C2 -0.49621 1.09983 -1.29210
O1 -0.01945 2.41570 -1.61346
H1 0.27967 0.62298 0.76675
H2 -1.08840 -0.25954 0.23235
H3 -1.37901 1.49808 0.52931
H4 -1.30956 0.62486 -1.84070
H5 0.23148 0.32651 -1.53816
C3 1.86302 -1.80499 -0.38554
C4 2.84136 -1.50454 -1.45276
O2 2.24298 -2.27005 -2.49971
C5 0.92992 -2.57467 -2.23471
O3 0.03696 -2.96269 -3.04868
O4 0.69122 -2.36428 -0.99989
H6 1.59838 -0.91217 0.18098
H7 2.34058 -2.65718 0.09800
H8 3.81494 -1.90664 -1.17248
H9 2.87882 -0.44992 -1.72565
C6 -2.34874 -2.16273 -0.58355
C7 -2.43935 -3.63385 -0.73489
O5 -2.20436 -4.04020 0.57406
C8 -2.57540 -3.09896 1.39475
O6 -2.70706 -3.12732 2.56979
O7 -2.34257 -1.95112 0.78425
H10 -3.18528 -1.66588 -1.07492
H11 -1.51239 -1.72768 -1.13068
H12 -1.88511 -4.22421 -1.46454
H13 -3.47332 -3.96472 -0.83254
C9 0.87508 -0.95436 3.94593
C10 -0.34883 -0.26509 4.28776
O8 -0.28803 -0.22501 5.73679
C11 1.01618 -0.27698 5.99559
O9 1.51996 0.03290 7.09952
O10 1.67315 -0.94744 5.13536
H14 1.43152 -0.42767 3.17064
H15 0.55002 -1.95923 3.67637
H16 -1.16176 -0.79059 3.78667
H17 -0.30281 0.75182 3.89805
C12 -4.62303 0.56450 -3.14667
C13 -3.91273 0.12211 -4.41756
O11 -3.97366 -1.39404 -4.32487
C14 -4.79483 -1.74304 -3.33347
O12 -5.13254 -2.83847 -3.13953
O13 -5.12701 -0.65051 -2.62255
H18 -5.40971 1.23458 -3.49341
H19 -4.08167 0.97459 -2.29412
H20 -2.95800 0.64513 -4.36238
H21 -4.47238 0.36642 -5.32044
C15 -3.85375 2.01601 2.73988
C16 -4.30168 1.36889 1.44426
O14 -5.67814 1.62542 1.52652
C17 -6.02722 1.63960 2.88240
O15 -7.11670 1.48617 3.37730
O16 -4.88934 1.71482 3.59285
H22 -3.83826 3.10581 2.72522
H23 -2.96392 1.79081 3.32773
H24 -4.09338 0.30452 1.55307
H25 -3.83953 1.55917 0.47560
C18 5.77580 1.09776 -3.18676
C19 5.89814 2.37859 -2.32819
O17 4.74348 3.00121 -2.63249
C20 3.84969 2.07182 -2.87589
O18 2.57449 2.24204 -2.92811
O19 4.47037 0.98329 -3.07547
H26 6.26779 0.25786 -2.69623
H27 6.04692 1.24228 -4.23256
H28 6.79672 2.97706 -2.47817
H29 5.99469 2.12167 -1.27331
C21 4.03353 -0.07521 2.00478
C22 5.24697 0.89961 1.79738
O20 4.56880 1.94743 1.22750
C23 3.29562 1.68170 0.88104
O21 2.60153 2.38464 0.15418
O22 2.93430 0.63231 1.56280
H30 3.74329 -0.55019 2.94192
H31 4.08616 -0.90095 1.29522
H32 6.09719 0.37053 1.36691
H33 5.61748 1.13061 2.79611

Forces on atoms 1 to 2 (eV/Å):
0.3 -0.9 -0.1
0.7 -0.4 0.3